Record 1
Density functional theory data (ωB97M-V/def2-TZVPD) for a cluster of 6 separate species, C24H60O12 in total in a non-equilibrium geometry.

Cartesian coordinates (Å):
C 1.3434 -5.9692 -5.7603
O 1.0575 -6.8581 -4.6332
C 0.0555 -7.8836 -4.8443
C 0.7020 -9.2401 -5.3689
O 1.5477 -9.1946 -6.5423
C 0.9349 -8.8413 -7.7657
H 0.4061 -5.6177 -6.1918
H 2.0302 -6.5390 -6.3863
H 1.8761 -5.0796 -5.4242
H -0.6409 -7.5123 -5.5962
H -0.4628 -7.9607 -3.8886
H -0.1156 -9.9338 -5.5649
H 1.2117 -9.6695 -4.5064
H 0.3699 -7.9199 -7.6240
H 0.2781 -9.6092 -8.1744
H 1.5562 -8.6590 -8.6425
C -5.3991 5.2956 1.3967
O -4.1960 5.9680 1.0533
C -4.1627 7.3709 0.9155
C -2.7497 7.6441 0.2839
O -2.6835 8.9577 -0.3319
C -1.5844 9.2367 -1.1399
H -6.1878 5.6019 0.7095
H -5.7365 5.6683 2.3638
H -5.2980 4.2104 1.3778
H -4.2582 7.9469 1.8359
H -4.9518 7.7336 0.2568
H -2.7159 6.8148 -0.4226
H -1.9062 7.4257 0.9389
H -1.2083 8.4189 -1.7546
H -0.7869 9.3852 -0.4119
H -1.5867 10.1851 -1.6772
C 10.4242 5.7321 2.1305
O 9.1725 5.7073 1.5449
C 8.9423 4.7293 0.5389
C 9.4423 5.1789 -0.8029
O 9.1597 4.2527 -1.7866
C 9.7519 4.5258 -3.0546
H 10.4813 6.3723 3.0108
H 11.1698 6.2653 1.5407
H 10.9003 4.7642 2.2872
H 7.8530 4.7388 0.5787
H 9.2129 3.6798 0.6549
H 10.4983 5.4051 -0.6559
H 8.8453 6.0586 -1.0437
H 10.7547 4.9287 -2.9123
H 9.2190 5.3370 -3.5507
H 9.7905 3.6080 -3.6414
C 2.3341 -1.6732 10.0298
O 2.4554 -2.5919 8.9957
C 1.3236 -2.6172 8.1062
C 1.4124 -1.6525 6.9355
O 2.6149 -1.7448 6.1126
C 2.6060 -2.9811 5.3892
H 1.5362 -2.1072 10.6324
H 1.8335 -0.7441 9.7573
H 3.2199 -1.3142 10.5538
H 0.3969 -2.5611 8.6773
H 1.3844 -3.6092 7.6585
H 1.2711 -0.6762 7.3990
H 0.5149 -1.8223 6.3407
H 1.6768 -3.0629 4.8254
H 2.7400 -3.7631 6.1366
H 3.3795 -2.9191 4.6237
C -2.3397 0.1478 -1.2560
O -1.4140 -0.8928 -1.0122
C -0.0361 -0.5381 -1.3689
C 0.6288 0.4485 -0.3458
O 0.3625 1.7891 -0.7249
C 1.1473 2.3830 -1.7789
H -3.3436 -0.1707 -0.9752
H -2.4477 0.3012 -2.3298
H -2.1324 1.0734 -0.7190
H 0.1599 -0.1873 -2.3821
H 0.6032 -1.4203 -1.3340
H 1.7101 0.3430 -0.4345
H 0.2203 0.2525 0.6456
H 2.2087 2.5029 -1.5617
H 0.8090 3.3982 -1.9866
H 1.1434 1.8161 -2.7099
C -9.7268 -1.6499 1.9396
O -8.6820 -2.4937 1.3702
C -8.7934 -2.7260 -0.0387
C -7.8817 -3.9234 -0.3698
O -8.3829 -4.6489 -1.4794
C -8.3969 -3.9342 -2.7633
H -10.0118 -1.9038 2.9606
H -10.6901 -1.5406 1.4415
H -9.3038 -0.6455 1.9192
H -8.6603 -1.8821 -0.7156
H -9.7994 -3.1401 -0.1062
H -7.7776 -4.6595 0.4273
H -6.8914 -3.5182 -0.5773
H -7.4684 -3.4064 -2.9809
H -9.2731 -3.2862 -2.7403
H -8.5957 -4.7075 -3.5053

Force components x, y, z for each atom (eV/Å):
C -0.009 -1.310 1.212
O -0.252 0.469 -0.178
C 1.818 0.606 -1.580
C -1.042 0.757 0.069
O 0.499 0.171 0.717
C -1.240 0.340 0.102
H 0.049 -0.277 -0.486
H -0.379 0.303 -0.697
H -0.033 -0.199 0.489
H -0.316 0.007 -0.008
H 0.068 -0.583 -0.106
H -0.347 -0.059 -0.125
H 0.789 0.047 -0.517
H -0.280 0.036 -0.171
H -0.470 -0.325 0.517
H 1.145 0.018 0.763
C -0.322 1.728 0.000
O 0.567 -0.810 0.108
C 0.998 0.528 -0.232
C -0.916 0.054 -0.965
O -1.917 -1.033 0.251
C 2.051 -0.311 1.484
H -0.174 -0.194 -0.349
H -0.026 -0.406 0.396
H 0.429 0.267 0.025
H -0.140 -0.349 0.503
H 0.010 -0.015 -0.365
H 0.302 0.285 -0.790
H -0.076 0.512 0.539
H -0.583 -0.171 -0.415
H 0.800 0.112 -0.072
H -1.002 -0.202 -0.117
C 1.966 0.722 -0.197
O 0.033 -0.667 0.179
C -1.797 0.169 0.016
C -0.698 1.201 0.306
O 0.413 -1.504 -0.724
C 0.057 0.545 0.823
H -0.823 -0.506 0.460
H 0.097 0.074 -0.850
H -0.465 -0.332 0.403
H -0.146 -0.368 -0.615
H 0.689 0.013 0.979
H 0.334 0.139 -0.572
H 0.533 0.765 0.016
H 0.352 -0.273 0.012
H -0.362 -0.154 -0.310
H -0.185 0.177 0.072
C -2.177 0.728 0.397
O 0.642 0.078 -1.364
C 1.691 -1.283 -0.200
C 0.283 0.362 0.453
O -1.597 0.171 0.862
C -0.014 1.038 0.323
H 0.421 0.024 1.319
H 0.139 0.426 -0.779
H 0.274 -1.012 -0.166
H -0.226 0.338 -0.132
H -0.242 -0.279 0.342
H 0.736 0.516 -0.654
H -0.063 -0.066 -0.363
H -0.325 -0.342 0.174
H 0.142 -0.500 -0.647
H 0.314 -0.199 0.433
C -0.531 -0.150 -0.378
O 1.715 0.387 -0.530
C 0.221 -0.076 1.700
C -0.387 0.006 -2.424
O -0.079 1.471 -0.196
C 0.045 -0.554 0.355
H 0.162 -0.387 0.437
H 0.361 0.475 -0.218
H 0.275 0.035 -0.147
H -0.867 0.396 -0.228
H -0.626 -0.603 0.290
H 0.210 -0.536 0.528
H 0.242 0.229 0.012
H 0.206 -0.268 0.683
H -0.510 -0.233 0.224
H -0.438 -0.192 -0.104
C 1.056 0.738 -0.418
O -0.881 0.796 0.365
C -1.009 -2.009 1.544
C 0.107 0.770 -0.798
O 0.462 0.417 -1.161
C -0.761 -1.077 1.528
H 0.704 -0.445 0.025
H 0.123 -0.731 -0.841
H -0.130 0.242 0.363
H 0.176 0.312 0.319
H -0.348 0.235 -0.861
H -0.354 0.368 0.205
H 0.398 -0.169 -0.152
H 0.029 0.036 0.155
H 0.207 0.428 -0.255
H 0.226 0.091 -0.018

Output
* relative energy (zero: lowest compared OMol25 entry of this formula, charge and spin): 185.3 kcal per mole
* orbital gap: 9.84 eV
* SMILES string: COCCOC.COCCOC.COCCOC.COCCOC.COCCOC.COCCOC
* spin multiplicity: 1

Record 2
Density functional theory data (ωB97M-V/def2-TZVPD) for a cluster of 3 separate species, CH3NO2 in total in a non-equilibrium geometry.

Cartesian coordinates (Å):
C 3.8821 -1.5527 -0.2169
N 5.7463 0.2764 -0.0519
O 6.9249 -0.1401 -0.0598
O 5.5088 1.4777 0.1834
H 4.6843 -2.2745 -0.5051
H -11.7122 4.6905 -0.3705
H 3.9021 -1.5787 0.8989

Force components x, y, z for each atom (eV/Å):
C 0.566 0.457 0.055
N -0.272 -0.347 0.330
O -0.848 0.588 -0.031
O 0.442 -1.133 -0.280
H -0.038 0.345 0.210
H -0.045 0.012 0.000
H 0.194 0.078 -0.284

Output
* relative energy (zero: lowest compared OMol25 entry of this formula, charge and spin): 93.2 kcal per mole
* orbital gap (spin up / spin down): 3.46 / 3.46 eV
* total charge: -2
* spin multiplicity: 1

Record 3
Density functional theory data (ωB97M-V/def2-TZVPD) for a structure of composition C39H29N8NbOS2 in a non-equilibrium geometry.

Cartesian coordinates (Å):
Nb 0.1939 -0.3061 0.7531
C 0.9738 -5.8705 -2.8814
C 2.2383 -5.3727 -3.0915
C 2.6527 -4.2045 -2.4190
C 1.7355 -3.6099 -1.5397
C 1.6335 -2.2133 -1.1855
N 2.5380 -1.2331 -1.5226
C 2.5415 0.0441 -1.2179
C 3.2982 1.0639 -1.8944
C 4.2160 1.0347 -2.9239
C 4.7582 2.2558 -3.4321
C 4.3165 3.4222 -2.8127
C 3.4604 3.3965 -1.7348
C 2.9143 2.2349 -1.2507
C 2.0069 1.9930 -0.1925
N 1.3043 2.9944 0.3528
C 0.0600 2.8122 0.9275
N -0.6303 1.6513 0.9980
C -1.9210 1.8946 1.3553
N -2.8958 0.9934 1.3823
C -2.9849 -0.2431 1.0150
N -1.9265 -1.1030 0.7707
C -2.3573 -2.2281 0.0597
N -1.6139 -3.2389 -0.3642
C -0.3043 -3.1778 -0.6066
N 0.4104 -2.0345 -0.5547
C 0.5029 -4.2042 -1.2672
C 0.1095 -5.3633 -1.9482
C -3.7883 -2.1971 -0.0380
C -4.7530 -2.9939 -0.6232
C -6.0905 -2.6647 -0.5482
C -6.4676 -1.4655 0.0115
C -5.5422 -0.6532 0.7224
C -4.2008 -1.0061 0.6725
C -2.0143 3.3551 1.6136
C -3.0680 4.2231 1.9644
C -2.8084 5.6070 1.9305
C -1.5483 6.1992 1.7316
C -0.4546 5.3441 1.5347
C -0.7043 3.9095 1.4364
N 1.7978 0.5997 -0.1566
H 0.6516 -6.6746 -3.5671
H 2.8357 -5.8312 -3.8478
H 3.6364 -3.8080 -2.4977
H 4.5426 0.1190 -3.3720
H 5.3814 2.3001 -4.3570
H 4.6612 4.4222 -3.1876
H 3.1525 4.3272 -1.2465
H -0.8957 -5.7686 -1.8055
H -4.4625 -3.7739 -1.2142
H -6.8121 -3.3216 -0.9622
H -7.5437 -1.1890 0.0609
H -5.9432 0.2205 1.2474
H -4.0517 3.8496 2.1820
H -3.5850 6.3226 2.1218
H -1.4345 7.2587 1.9089
H 0.5818 5.6217 1.2947
C 0.5017 -2.9796 3.2540
C 1.3824 -1.7179 3.5135
C 0.9719 -0.9789 4.8208
C 2.8700 -2.0802 3.5223
C 1.0511 -0.7161 2.4486
H 0.5946 -3.6663 4.1073
H 0.6631 -3.4421 2.2740
H -0.5140 -2.5795 3.1706
H 1.1286 -1.6829 5.7005
H -0.0395 -0.5063 4.8209
H 1.6300 -0.1457 4.8818
H 3.1420 -2.5404 4.4665
H 3.4930 -1.1619 3.4376
H 3.1359 -2.7679 2.7069
H 1.6325 0.2485 2.5688
C 0.0763 4.0169 -2.9819
O -0.3163 2.8778 -2.2767
C -0.0820 1.6442 -2.7531
S 0.8981 1.2149 -4.0044
S -0.8459 0.2995 -1.9834
H -0.7347 4.6776 -2.7818
H 0.0317 3.8564 -4.0573
H 1.0266 4.4098 -2.6396

Force components x, y, z for each atom (eV/Å):
Nb -1.393 -0.517 -0.276
C -0.740 -1.390 -0.911
C 0.748 1.828 0.809
C -0.836 -1.349 0.240
C 0.418 -0.147 -1.274
C 1.158 2.423 0.830
N -1.185 -2.156 0.059
C -1.214 -1.374 1.187
C -0.063 -0.221 0.873
C 1.098 1.201 -1.102
C -1.043 -1.173 0.206
C 0.765 1.258 -0.726
C -0.639 1.735 0.817
C 2.077 0.633 -1.365
C -2.195 -0.142 0.385
N -1.042 -1.684 0.682
C 3.290 0.169 -0.575
N 0.814 -0.339 -0.379
C -0.505 -0.153 0.348
N -0.832 1.885 0.334
C 0.735 -1.914 -0.265
N 1.213 -0.164 -1.092
C 1.113 0.579 1.259
N 0.694 -0.232 -0.478
C -1.386 0.199 0.118
N 1.307 0.967 0.710
C -0.446 -0.093 -0.505
C -0.692 0.483 0.769
C -1.337 1.927 1.385
C 0.173 1.281 0.810
C 0.603 0.608 -0.073
C -0.623 0.935 1.918
C -0.907 -0.308 -0.837
C -0.131 -0.026 -0.915
C 0.363 0.619 0.774
C 0.881 0.703 -0.760
C -0.093 -0.511 0.389
C 0.958 -1.931 0.503
C -0.138 -1.950 -0.916
C -1.963 1.479 -0.336
N 1.013 1.360 -1.030
H 0.058 0.310 0.711
H 0.540 -0.137 -0.216
H 0.504 0.419 -0.476
H -0.166 -0.496 -0.100
H -0.451 -0.237 1.126
H -0.321 -1.119 0.405
H 0.229 -0.179 -0.270
H 0.376 0.149 -0.069
H 0.767 -2.282 -1.179
H -0.559 -0.386 -0.485
H 0.917 -0.217 -0.134
H 0.554 -0.201 -0.274
H -0.245 -0.052 -0.042
H -0.602 -0.107 0.166
H 0.084 0.059 -0.400
H -0.610 0.338 0.384
C -0.178 1.146 0.408
C -1.099 -0.124 -0.354
C -0.244 -1.456 0.563
C 0.361 0.769 -0.139
C 0.165 0.051 -1.315
H -0.147 -0.087 -0.497
H 0.541 -0.140 0.315
H -0.188 -0.367 0.399
H -0.357 1.040 -0.836
H 0.510 -0.914 -0.142
H 0.822 0.693 0.513
H -0.012 -0.248 0.185
H -0.309 -0.543 -0.040
H -0.145 0.275 0.162
H -0.461 -0.299 -0.135
C -0.363 0.218 -0.854
O -0.257 -1.698 0.517
C 0.187 -0.916 0.039
S 0.356 1.075 -0.762
S -0.703 0.339 0.992
H -0.311 1.079 0.361
H 0.545 -0.218 -0.059
H 0.194 -0.037 -0.061

Output
* relative energy (zero: lowest compared OMol25 entry of this formula, charge and spin): 10.2 kcal per mole
* orbital gap (spin up / spin down): 4.16 / 4.16 eV
* spin multiplicity: 1

Record 4
Density functional theory data (ωB97M-V/def2-TZVPD) for a cluster of 2 separate species, CH3F2OP in total in a non-equilibrium geometry.

Cartesian coordinates (Å):
C -0.4958 -2.0357 -0.7002
O -0.7584 0.0727 -0.4212
F -1.2825 -2.4702 -1.6876
F 0.7595 -1.9190 -1.0202
P 0.6158 0.5857 -0.0313
H -0.6421 -2.4831 0.3137
H 0.7502 1.2471 -1.2939
H 0.4035 1.5180 0.9945

Force components x, y, z for each atom (eV/Å):
C -1.909 -2.224 1.784
O -0.431 1.149 1.107
F 0.477 -0.160 0.056
F 1.698 -0.393 -1.198
P -1.363 0.523 -1.376
H -0.112 0.029 -1.155
H 1.274 0.484 0.584
H 0.367 0.593 0.198

Output
* relative energy (zero: lowest compared OMol25 entry of this formula, charge and spin): 83.4 kcal per mole
* orbital gap (spin up / spin down): 7.60 / 8.53 eV
* spin multiplicity: 3

Record 5
Density functional theory data (ωB97M-V/def2-TZVPD) for a cluster of 2 separate species, C9H16N3O in total in a non-equilibrium geometry.

Cartesian coordinates (Å):
C 0.1722 2.3363 -2.2101
C -0.5923 1.2296 -1.9576
C 0.7741 3.0030 -1.1380
C 0.6032 2.4956 0.1184
C -0.7729 0.7453 -0.6367
C 0.2053 -2.6851 -0.9589
C -0.1304 0.8974 1.7339
C -1.0218 -2.8098 -0.0674
C 1.2754 0.4227 2.1281
N -0.1292 1.3925 0.3677
N -1.1969 -1.6859 0.7706
N -1.6855 -0.2009 -0.4006
O 1.7595 -0.4092 1.0996
H 0.3185 2.6861 -3.2194
H -1.0782 0.7036 -2.7637
H 1.3633 3.8915 -1.2876
H 1.0569 2.9661 0.9779
H 1.0471 -2.3316 -0.3708
H 0.4464 -3.6457 -1.4015
H 0.0299 -1.9756 -1.7605
H -0.8112 0.0528 1.7843
H -0.4515 1.6919 2.4098
H -1.9150 -3.0966 -0.6428
H -0.8494 -3.6221 0.6599
H 1.2010 -0.1204 3.0767
H 1.9500 1.2788 2.2718
H -2.0992 -1.7184 1.2474
H -2.0489 -0.6694 -1.2190
H 2.5793 -0.8225 1.3885

Force components x, y, z for each atom (eV/Å):
C -0.120 -0.227 0.267
C 0.132 0.031 0.113
C -0.042 -0.060 0.316
C 0.416 0.643 -0.545
C 0.330 0.542 -0.672
C -0.142 -0.054 0.284
C 0.223 -0.524 0.820
C 0.148 -0.773 -0.881
C -0.110 0.160 0.119
N -0.234 -0.136 -0.475
N -0.683 3.044 -1.319
N 0.161 -3.162 2.677
O 0.007 -0.146 -0.165
H -0.050 0.019 -0.123
H -0.058 -0.096 -0.036
H 0.069 0.064 0.051
H -0.008 -0.088 0.066
H 0.073 0.001 0.006
H 0.029 -0.091 -0.079
H -0.020 0.118 -0.176
H 0.139 0.384 0.099
H -0.041 -0.024 -0.097
H 0.078 0.032 0.112
H -0.098 0.069 0.020
H -0.066 0.144 -0.017
H -0.125 -0.062 0.053
H -0.161 0.074 -0.253
H 0.134 0.076 -0.136
H 0.019 0.042 -0.032

Output
* relative energy (zero: lowest compared OMol25 entry of this formula, charge and spin): 80.2 kcal per mole
* orbital gap (spin up / spin down): 8.30 / 8.30 eV
* total charge: +1
* spin multiplicity: 1

Record 6
Density functional theory data (ωB97M-V/def2-TZVPD) for the molecule C17H19NO5.

Cartesian coordinates (Å):
O -3.5211 -1.7180 1.3636
C -3.4357 -0.8063 0.5866
O -4.1677 0.2993 0.6769
C -2.5367 -0.8656 -0.6494
C -2.5090 0.4030 -1.5284
C -1.4802 1.3916 -1.0543
C -1.7658 2.3125 -0.0567
C -0.7873 3.1640 0.4186
C 0.5003 3.1096 -0.1003
O 1.5004 3.9160 0.3495
C 0.7907 2.2048 -1.1163
C -0.1952 1.3571 -1.5823
N -1.2114 -1.2337 -0.1869
C -0.3748 -2.0811 -0.8827
O -0.6579 -2.6021 -1.9287
C 0.9219 -2.1838 -0.1068
C 2.0728 -1.5891 -0.9247
C 3.3590 -1.5562 -0.0993
C 3.1304 -0.9943 1.3163
C 1.7567 -0.3449 1.4565
C 0.6741 -1.3932 1.1832
C -0.6875 -0.7632 0.9987
O -1.2563 0.0051 1.7296
H -4.6893 0.2810 1.4953
H -2.8936 -1.7129 -1.2517
H -3.5033 0.8483 -1.5214
H -2.2671 0.0955 -2.5473
H -2.7593 2.3550 0.3602
H -1.0193 3.8713 1.2036
H 1.1662 4.4862 1.0522
H 1.7894 2.1849 -1.5251
H 0.0349 0.6569 -2.3739
H 1.1387 -3.2374 0.0885
H 2.2192 -2.1850 -1.8264
H 1.8061 -0.5782 -1.2337
H 4.0913 -0.9481 -0.6317
H 3.7655 -2.5663 -0.0285
H 3.2064 -1.7995 2.0497
H 3.9007 -0.2614 1.5568
H 1.6567 0.4891 0.7608
H 1.6250 0.0520 2.4633
H 0.6121 -2.0632 2.0467

Force components x, y, z for each atom (eV/Å):
O -0.026 -0.026 -0.056
C -0.014 -0.693 0.217
O -0.335 0.699 -0.120
C -0.031 0.055 -0.118
C 0.084 -0.088 0.131
C -0.156 0.087 -0.224
C 0.106 0.067 -0.140
C 0.133 0.096 0.009
C -0.271 -0.187 -0.086
O 0.151 0.119 0.058
C 0.185 0.258 0.173
C -0.137 0.115 0.081
N -0.609 -0.026 -0.160
C 0.174 -0.112 0.277
O -0.051 -0.083 -0.299
C 0.182 -0.042 -0.191
C 0.075 -0.258 0.027
C -0.060 0.038 -0.058
C -0.047 0.139 0.005
C 0.018 -0.146 0.181
C 0.146 0.181 0.191
C 0.350 -0.194 0.193
O 0.048 0.109 0.137
H 0.153 -0.275 -0.092
H 0.018 0.161 0.190
H 0.021 -0.057 -0.127
H -0.067 -0.001 0.023
H -0.083 -0.013 0.064
H -0.022 0.069 0.082
H 0.015 -0.085 -0.090
H 0.125 -0.009 -0.059
H 0.022 -0.074 -0.093
H -0.096 0.032 -0.030
H -0.058 0.076 -0.039
H -0.029 0.042 -0.062
H 0.064 -0.056 -0.005
H 0.060 -0.012 -0.067
H 0.049 0.006 0.073
H 0.041 -0.058 0.076
H -0.032 0.050 0.020
H -0.041 0.067 -0.044
H -0.056 0.031 -0.048

Output
* relative energy (zero: lowest compared OMol25 entry of this formula, charge and spin): 7.1 kcal per mole
* orbital gap: 9.25 eV
* SMILES string: O=C(O)[C@@H](Cc1ccc(O)cc1)N1C(=O)[C@H]2CCCC[C@H]2C1=O
* spin multiplicity: 1

E for every record listed, in sequence, given in Eh: -1852.878277 -244.817859 -2870.182256 -656.045863 -591.727817 -1090.246529.